Record 1
Computed, not measured: C32H35Br73F4NO3 as an isolated structure at a distorted geometry, with the ωB97M-V functional and the def2-TZVPD basis.

Energy, a.u.: -189822.96901
Max |F|, eV/Å: 5.68
HOMO-LUMO gap, eV: 6.12
Total charge: -1
LUMO energy, eV: 0.495

Last column: Mulliken charge in e.
Positions of all 148 atoms, in Å:
C 2.29 2.12 -0.96  -0.174
C 2.00 2.58 -2.48  -0.223
C 0.44 2.43 -2.90  -0.367
Br 0.47 2.07 -4.89  -0.231
C -0.43 3.73 -2.58  0.122
C 0.12 4.58 -1.31  0.031
O 1.05 5.43 -1.55  -0.595
O -0.37 4.45 -0.03  -0.700
N -1.91 3.48 -2.53  0.315
F -2.48 4.68 -2.09  -0.254
C -2.27 2.45 -1.53  -0.704
C -3.75 2.62 -0.91  0.044
O -4.77 2.51 -1.94  -0.472
C -3.99 1.42 0.15  0.657
F -3.44 0.19 -0.29  -0.260
F -3.38 1.80 1.39  -0.327
F -5.38 1.17 0.40  -0.262
H 3.07 2.78 -0.45  -0.388
H 2.62 1.01 -0.93  0.260
H 1.32 2.23 -0.36  0.265
H 2.44 3.60 -2.75  -0.075
H 2.56 1.81 -3.15  0.480
H 0.09 1.47 -2.40  0.306
H -0.27 4.44 -3.48  0.435
H -1.48 2.29 -0.70  0.281
H -2.30 1.44 -2.10  0.338
H -3.90 3.59 -0.34  0.381
H -4.39 2.07 -2.74  0.206
C -0.30 9.20 -0.76  0.267
Br -1.32 10.66 -1.52  -0.066
Br -1.23 7.51 -0.91  0.072
Br 1.49 9.09 -1.51  0.056
H -0.19 9.41 0.30  -0.350
C -2.48 -2.17 2.84  0.393
Br -3.72 -3.46 2.07  0.155
Br -2.91 -0.36 2.30  0.118
Br -2.37 -2.35 4.77  0.059
H -1.50 -2.40 2.44  -0.523
C 4.65 7.12 -2.66  -0.212
Br 4.27 8.45 -4.02  -0.044
Br 4.77 5.33 -3.42  0.093
Br 6.23 7.57 -1.63  -0.006
H 3.81 7.11 -1.97  0.178
C -5.67 0.62 -5.55  -0.423
Br -5.79 -0.14 -7.33  -0.068
Br -6.19 -0.65 -4.18  0.035
Br -3.92 1.37 -5.20  0.028
H -6.39 1.45 -5.51  0.404
C -6.71 -4.20 -1.75  -0.388
Br -6.20 -2.38 -1.32  0.102
Br -6.94 -5.27 -0.15  -0.080
Br -8.28 -4.26 -2.89  -0.037
H -5.89 -4.63 -2.31  0.410
C 7.42 7.40 -6.14  0.433
Br 7.04 8.73 -7.50  -0.024
Br 7.54 5.62 -6.90  -0.006
Br 9.00 7.86 -5.11  -0.007
H 6.58 7.40 -5.45  -0.396
C -3.17 -7.40 2.06  -0.041
Br -3.32 -8.19 0.30  -0.041
Br -3.69 -8.64 3.46  0.056
Br -1.41 -6.65 2.38  0.121
H -3.88 -6.57 2.10  -0.046
C 10.63 3.09 -5.49  -0.291
Br 11.11 1.22 -5.62  -0.041
Br 9.90 3.53 -3.74  0.077
Br 12.10 4.26 -5.97  0.071
H 9.84 3.27 -6.22  0.267
C 15.96 5.58 -8.03  -0.382
Br 15.45 6.66 -6.50  0.038
Br 16.91 3.98 -7.50  -0.015
Br 14.43 5.18 -9.17  0.045
H 16.64 6.18 -8.63  0.335
C 8.91 1.22 -0.69  -0.076
Br 8.40 2.29 0.84  -0.001
Br 9.86 -0.39 -0.16  -0.035
Br 7.38 0.81 -1.82  0.027
H 9.60 1.81 -1.28  0.050
C -2.80 -3.05 9.18  -0.326
Br -3.87 -1.63 8.40  -0.057
Br -3.69 -4.77 9.07  -0.021
Br -1.01 -3.12 8.42  -0.027
H -2.69 -2.81 10.24  0.360
C -8.72 -2.07 1.60  0.027
Br -7.65 -0.45 1.53  0.083
Br -9.36 -2.43 3.40  0.067
Br -10.18 -2.02 0.33  -0.026
H -8.08 -2.89 1.32  -0.106
C 4.10 1.49 2.38  -0.355
Br 4.66 2.99 1.29  0.005
Br 4.13 -0.18 1.39  -0.006
Br 5.13 1.37 4.02  -0.081
H 3.07 1.67 2.67  0.401
C -3.36 -12.29 4.74  -0.311
Br -4.36 -13.03 3.25  0.015
Br -4.48 -11.21 5.89  0.028
Br -2.42 -13.66 5.73  -0.052
H -2.60 -11.63 4.32  0.331
C -8.07 -5.37 6.11  0.014
Br -7.01 -3.94 6.88  0.096
Br -7.24 -6.10 4.51  0.025
Br -8.47 -6.75 7.41  -0.041
H -9.02 -4.93 5.81  -0.068
C -9.74 1.35 5.38  -0.300
Br -10.27 2.42 6.90  -0.048
Br -8.74 -0.22 5.91  0.033
Br -11.26 0.90 4.25  -0.060
H -9.07 1.97 4.77  0.350
C -5.59 -13.21 9.04  -0.048
Br -6.10 -12.12 10.56  -0.020
Br -4.59 -14.78 9.57  -0.018
Br -7.12 -13.67 7.94  0.036
H -4.93 -12.60 8.42  0.011
C 2.80 10.49 1.94  -0.332
Br 3.64 11.68 3.22  -0.064
Br 3.76 8.82 1.76  0.053
Br 0.93 10.20 2.36  -0.032
H 2.83 10.99 0.97  0.347
C 11.09 5.08 -12.18  -0.375
Br 11.58 3.21 -12.31  -0.010
Br 10.36 5.52 -10.44  0.041
Br 12.57 6.25 -12.65  -0.023
H 10.30 5.26 -12.91  0.342
C 1.81 -1.72 -6.06  -0.366
Br 2.94 -0.14 -6.12  -0.016
Br 1.16 -2.08 -4.27  0.003
Br 0.36 -1.61 -7.34  -0.019
H 2.43 -2.56 -6.35  0.358
C -11.54 -3.40 7.82  -0.314
Br -11.97 -2.09 6.45  0.028
Br -11.37 -5.18 7.08  -0.031
Br -9.97 -2.89 8.84  -0.034
H -12.38 -3.42 8.51  0.347
C 1.40 -3.81 3.53  -0.199
Br 0.96 -2.52 2.15  0.031
Br 1.58 -5.61 2.81  -0.081
Br 2.98 -3.28 4.53  -0.042
H 0.57 -3.83 4.23  0.208
C 12.63 7.36 -3.21  0.188
Br 13.12 5.49 -3.34  -0.035
Br 11.90 7.79 -1.47  -0.037
Br 14.10 8.52 -3.69  -0.071
H 11.84 7.53 -3.94  -0.136
C -8.34 -15.63 4.41  -0.213
Br -9.13 -17.40 4.51  -0.028
Br -6.41 -15.69 4.47  0.032
Br -8.98 -14.64 2.86  -0.017
H -8.67 -15.08 5.29  0.209

Record 2
Computed, not measured: C4H11N2O as an isolated structure at a distorted geometry, with the ωB97M-V functional and the def2-TZVPD basis.

Energy, a.u.: -343.61382
Max |F|, eV/Å: 3.63
HOMO-LUMO gap, eV: 6.16
Total charge: -1
LUMO energy, eV: 3.746
Energy above the lowest of the compared OMol25 structures with the same formula, charge and spin, kcal/mol: 98.7

Last column: Mulliken charge in e.
Positions of all 18 atoms, in Å:
N 1.95 -0.19 1.12  -0.563
C 1.35 0.95 0.46  -0.536
C 1.32 0.77 -1.08  -0.196
N 1.77 -0.25 -1.77  -0.695
C -1.64 -0.99 0.65  -0.833
C -2.11 -0.03 -0.50  -0.033
O -3.18 0.74 -0.26  -0.890
H 2.89 -0.43 0.87  0.231
H 1.38 -1.02 1.07  0.289
H 0.35 1.13 0.87  0.287
H 1.96 1.84 0.59  0.360
H 1.25 1.77 -1.55  0.328
H 0.86 -0.48 -1.13  0.503
H -1.64 -0.41 1.58  0.184
H -2.34 -1.81 0.77  0.385
H -0.63 -1.42 0.51  0.098
H -1.23 0.56 -0.88  -0.091
H -2.32 -0.75 -1.33  0.172

Record 3
Computed, not measured: one molecule with the formula C11H19N5O2 at a distorted geometry, with the ωB97M-V functional and the def2-TZVPD basis.

Energy, a.u.: -854.74789
Max |F|, eV/Å: 7.25
HOMO-LUMO gap, eV: 9.36
Total charge: 0
LUMO energy, eV: 0.734
Energy above the lowest of the compared OMol25 structures with the same formula, charge and spin, kcal/mol: 73.6

Last column: Mulliken charge in e.
Positions of all 37 atoms, in Å:
N -2.09 0.32 0.39  -0.378
N -0.99 -1.49 -0.72  -0.587
N 0.18 0.03 0.61  -0.290
O -3.33 -1.33 -0.71  -0.366
O 4.68 -2.48 -1.36  -0.526
C -2.57 4.07 0.53  -0.682
C -1.76 3.87 1.57  -0.070
C -2.13 -0.77 -0.40  0.369
C -0.92 0.63 0.91  0.284
C 0.07 -0.99 -0.25  0.358
N -0.75 1.63 1.87  -0.175
N 1.11 -1.82 -0.57  -0.074
C -4.52 -0.78 -0.36  -0.699
C -1.88 2.53 2.34  -0.600
C 2.49 -0.45 -1.99  -1.605
C 3.10 -0.69 0.45  -1.316
C 3.31 -2.80 -1.16  -0.911
C 2.47 -1.49 -0.76  0.945
H 5.15 -3.30 -1.68  0.326
H -3.18 3.28 0.06  0.181
H -2.72 5.03 0.06  0.287
H -1.11 4.77 1.85  0.271
H 0.06 1.36 2.37  0.259
H 0.79 -2.66 -1.03  0.342
H -4.59 -0.84 0.70  0.335
H -4.56 0.24 -0.63  0.302
H -5.27 -1.46 -0.76  0.223
H -1.75 2.71 3.45  0.330
H -2.77 1.96 2.19  0.382
H 3.50 -0.20 -2.34  0.371
H 1.89 0.43 -1.68  0.368
H 2.07 -0.90 -2.81  0.459
H 2.53 0.27 0.70  0.342
H 3.24 -1.36 1.37  0.312
H 4.18 -0.39 0.26  0.366
H 3.16 -3.63 -0.43  0.429
H 2.90 -3.32 -2.05  0.440

Record 4
Computed, not measured: C45H46BF5N8Sb2Zn as an isolated structure, with the ωB97M-V functional and the def2-TZVPD basis.

Energy, a.u.: -4964.29268
Multiplicity: 2
Max |F|, eV/Å: 0.76
HOMO-LUMO gap (alpha / beta), eV: 5.79 / 7.65
Total charge: +1
LUMO energy (alpha / beta), eV: -3.251 / -3.250
Energy above the lowest of the compared OMol25 structures with the same formula, charge and spin, kcal/mol: 0.0

Last column: Löwdin spin population.
Positions of all 108 atoms, in Å:
Zn 1.27 -0.65 -1.18  0.000
C 2.28 -4.21 -0.34  0.000
C 1.06 -3.87 -1.13  0.000
C 0.20 -4.78 -1.76  0.000
C -0.72 -4.00 -2.44  0.000
N -0.42 -2.71 -2.21  0.000
N 0.67 -2.62 -1.38  0.000
B -0.93 -1.40 -2.82  0.000
N -1.10 -0.41 -1.57  0.002
C -2.04 -0.72 -0.64  0.000
C -2.78 0.39 -0.36  0.006
C -2.23 1.40 -1.22  0.027
C -1.66 3.82 -1.62  0.039
N -1.24 0.93 -1.94  0.003
N 0.14 -0.77 -3.74  0.000
C 0.24 -0.68 -5.08  0.000
C 1.43 -0.05 -5.38  0.000
C 2.04 0.20 -4.15  0.000
C 3.36 0.85 -3.87  0.000
N 1.26 -0.24 -3.17  0.000
N -2.25 -1.54 -3.53  0.000
C -2.86 -0.62 -4.32  0.001
C -4.16 -1.02 -4.50  0.001
C -4.28 -2.21 -3.75  0.000
C -5.48 -3.08 -3.57  0.000
N -3.14 -2.51 -3.15  0.000
H 2.24 -5.25 -0.04  0.000
H 2.37 -3.59 0.54  0.000
H 3.18 -4.06 -0.94  0.000
H 0.25 -5.85 -1.74  0.000
H -1.56 -4.25 -3.06  0.000
H -2.16 -1.75 -0.32  0.000
H -3.63 0.47 0.29  0.002
H -2.07 4.78 -1.93  0.001
H -0.93 3.49 -2.36  0.002
H -1.14 3.97 -0.67  0.002
H -0.53 -1.07 -5.72  0.000
H 1.82 0.18 -6.36  0.000
H 3.77 1.26 -4.79  0.000
H 4.07 0.13 -3.47  0.000
H 3.25 1.66 -3.16  0.000
H -2.34 0.26 -4.66  0.000
H -4.92 -0.52 -5.08  0.000
H -5.88 -3.40 -4.53  0.000
H -6.28 -2.55 -3.04  0.000
H -5.22 -3.96 -2.99  0.000
C -0.11 0.59 4.78  0.000
C -0.65 1.92 4.26  0.000
C -1.26 1.84 2.85  0.000
Sb 0.06 1.25 1.25  0.000
C 1.14 3.06 1.07  0.000
C 1.91 3.19 -0.09  0.000
C 2.59 4.36 -0.36  0.000
C 2.49 5.43 0.52  0.000
C 1.71 5.32 1.67  0.000
C 1.03 4.14 1.94  0.000
C -2.80 2.79 -1.47  0.056
C -3.69 3.19 -0.33  0.222
C -4.99 3.54 -0.49  0.018
C -5.62 3.49 -1.76  0.343
C -4.86 3.07 -2.89  0.016
C -3.56 2.73 -2.78  0.227
Sb 1.26 -0.20 3.36  0.000
C 0.45 -2.12 3.06  0.000
C -0.86 -2.21 2.58  0.000
C -1.44 -3.45 2.36  0.000
C -0.72 -4.61 2.63  0.000
C 0.57 -4.52 3.12  0.000
C 1.16 -3.28 3.33  0.000
C 3.02 -0.52 4.43  0.000
C 4.22 0.11 4.09  0.000
C 5.34 -0.10 4.89  0.000
C 5.26 -0.92 6.01  0.000
C 4.06 -1.54 6.33  0.000
C 2.93 -1.35 5.55  0.000
H -0.90 -0.16 4.91  0.000
H 0.41 0.70 5.73  0.000
H 0.15 2.66 4.28  0.000
H -1.42 2.29 4.94  0.000
H -1.66 2.80 2.54  0.000
H -2.09 1.13 2.83  0.000
H 1.97 2.37 -0.81  0.000
H 3.18 4.45 -1.26  0.000
H 3.02 6.35 0.32  0.000
H 1.62 6.16 2.34  0.000
H 0.41 4.09 2.82  0.000
H -3.24 3.24 0.65  0.012
H -5.57 3.85 0.37  -0.006
H -6.66 3.76 -1.87  0.020
H -5.34 3.02 -3.86  -0.006
H -2.99 2.40 -3.64  0.012
H -1.44 -1.31 2.36  0.000
H -2.45 -3.51 1.98  0.000
H -1.18 -5.57 2.46  0.000
H 1.13 -5.43 3.34  0.000
H 2.18 -3.24 3.69  0.000
H 4.29 0.74 3.22  0.000
H 6.27 0.38 4.64  0.000
H 6.13 -1.08 6.62  0.000
H 4.00 -2.19 7.20  0.000
H 2.00 -1.85 5.81  0.000
F 3.77 -1.56 -0.89  0.000
C 3.03 -0.68 -0.11  0.000
F 2.85 -1.32 1.12  0.000
C 4.00 0.45 0.22  0.000
F 4.22 1.23 -0.85  0.000
F 3.50 1.24 1.19  0.000
F 5.18 0.00 0.65  0.000

Which formula does entry 1 have? C32H35Br73F4NO3